(1)
Here is C30H50P4SeTm as an isolated structure in a non-equilibrium geometry from OMol25. Energies are from ωB97M-V/def2-TZVPD.

The charge is +3. Its multiplicity is 3. As for the HOMO-LUMO gap (spin up / spin down): 6.862 / 4.000 eV. The HOMO energy (spin up / spin down) comes out at -15.6 / -15.6 eV. The total energy comes out at -163926.122 eV.

Cartesian coordinates (Å):
Tm1 -0.328 0.146 -0.020
P1 1.637 -1.255 1.466
P2 1.394 2.308 0.271
P3 -1.191 -2.384 -0.764
H1 1.009 1.025 -2.452
C1 0.108 0.413 -2.306
C2 -1.135 1.031 -2.058
H2 -1.214 2.127 -2.030
C3 3.101 -1.826 0.514
C4 2.472 -0.364 2.839
C5 1.163 -2.815 2.310
C6 0.831 3.700 -0.781
C7 1.597 3.153 1.872
C8 3.130 2.049 -0.276
C9 -2.418 -2.263 -2.121
C10 -2.093 -3.459 0.399
C11 0.084 -3.511 -1.462
H3 0.157 -0.560 -2.815
H4 -2.072 0.550 -2.374
H5 3.801 -2.353 1.182
H6 3.609 -0.966 0.057
H7 2.780 -2.501 -0.291
H8 3.163 -1.051 3.353
H9 1.713 -0.006 3.549
H10 3.024 0.506 2.454
H11 2.022 -3.186 2.894
H12 0.859 -3.572 1.575
H13 0.317 -2.623 2.984
H14 1.524 4.550 -0.686
H15 -0.172 4.009 -0.457
H16 0.767 3.389 -1.830
H17 2.474 3.817 1.846
H18 1.718 2.423 2.680
H19 0.690 3.726 2.093
H20 3.656 3.010 -0.384
H21 3.143 1.522 -1.241
H22 3.657 1.424 0.459
H23 -2.749 -3.271 -2.414
H24 -1.988 -1.742 -2.984
H25 -3.280 -1.681 -1.769
H26 -2.350 -4.411 -0.092
H27 -3.003 -2.946 0.732
H28 -1.492 -3.655 1.294
H29 -0.385 -4.386 -1.938
H30 0.757 -3.849 -0.660
H31 0.689 -2.974 -2.207
C12 3.889 -1.264 -4.901
C13 2.846 -0.345 -5.109
C14 2.526 0.082 -6.397
C15 3.261 -0.380 -7.500
C16 4.321 -1.278 -7.296
C17 4.638 -1.717 -6.008
Se1 4.270 -1.903 -3.146
H32 3.193 -1.062 -2.501
H33 2.283 0.024 -4.251
H34 1.698 0.781 -6.540
H35 3.009 -0.040 -8.507
H36 4.901 -1.637 -8.150
H37 5.461 -2.416 -5.849
C18 -4.120 1.895 0.659
P4 -2.590 1.120 1.279
C19 -2.026 2.391 2.501
C20 -2.146 3.761 2.178
C21 -1.734 4.742 3.081
C22 -1.126 4.373 4.287
C23 -0.911 3.020 4.568
C24 -1.372 2.032 3.694
C25 -3.228 -0.321 2.242
C26 -2.347 -1.053 3.068
C27 -2.792 -2.176 3.761
C28 -4.117 -2.605 3.625
C29 -4.986 -1.926 2.763
C30 -4.543 -0.799 2.064
H38 -3.894 2.835 0.139
H39 -4.812 2.120 1.480
H40 -4.636 1.227 -0.043
H41 -2.622 4.067 1.242
H42 -1.901 5.796 2.846
H43 -0.807 5.139 5.000
H44 -0.387 2.718 5.478
H45 -1.243 0.990 3.967
H46 -1.303 -0.745 3.207
H47 -2.103 -2.715 4.421
H48 -4.470 -3.477 4.180
H49 -6.016 -2.261 2.640
H50 -5.236 -0.262 1.416

Löwdin population analysis, charges in e, atoms 1 to 2: atom 1 (Tm): 0.521, atom 2 (P): 0.728

***

(2)
Here is one molecule with the formula C7H14N2O5S in a non-equilibrium geometry from OMol25. Energies are from ωB97M-V/def2-TZVPD.

The charge is 0. As for the SMILES: COC(OC)=C(NCCSO)C(=O)NO. As for the HOMO-LUMO gap: 8.737 eV. As for the energy relative to the best compared isomer or geometry (same formula, charge and spin): 144.4 kJ/mol. The HOMO energy comes out at -8.2 eV. The total energy comes out at -31533.909 eV.

Cartesian coordinates (Å):
C1 -0.896 -1.646 -2.351
O1 -0.149 -0.388 -2.272
C2 0.395 -0.177 -1.083
O2 1.560 -0.811 -0.612
C3 2.581 -1.014 -1.479
C4 -0.082 0.694 -0.151
N1 0.648 1.113 0.970
C5 0.278 0.871 2.340
C6 0.029 -0.614 2.784
S1 -1.703 -0.948 3.339
O3 -2.560 -1.580 2.006
C7 -1.319 1.460 -0.232
O4 -2.445 1.133 -0.621
N2 -1.162 2.758 0.009
O5 -2.319 3.511 0.245
H1 -0.247 -2.528 -2.410
H2 -1.586 -1.466 -3.233
H3 -1.432 -1.622 -1.391
H4 3.334 -0.232 -1.334
H5 2.034 -0.914 -2.473
H6 2.999 -2.018 -1.225
H7 1.590 0.718 0.865
H8 -0.739 1.285 2.284
H9 1.045 1.385 2.905
H10 0.133 -1.256 1.916
H11 0.885 -0.832 3.510
H12 -2.763 -0.757 1.405
H13 -0.357 3.220 0.367
H14 -3.046 3.058 -0.138

Löwdin population analysis, charges in e, atoms 1 to 2: atom 1 (C): 0.007, atom 2 (O): -0.065